(1)
Here is a molecular structure, C5H11N3 in a non-equilibrium geometry from OMol25. Energies are from the ωB97M-V functional and the def2-TZVPD basis.

Output
Highest occupied orbital energy ... -7.9 eV
Strongest force on any atom ... 8.859 eV Å⁻¹
Energy relative to the best compared isomer or geometry (same formula, charge and spin) ... 181.9 kcal/mol
Electronic energy ... -9826.017 eV
Net charge ... 0

Each line ends with the Mulliken charge.
CARTESIAN COORDINATES (ANGSTROEM)
C -0.5080 2.2249 -0.3299  -0.862
C -0.4401 -0.0660 -0.4004  1.098
C -1.9017 0.1629 -0.0165  -0.876
C 0.0303 -1.4753 -0.6228  -0.783
C 1.0694 -2.2140 0.0710  -0.284
H -0.2121 3.4198 -0.3106  0.269
H -1.2381 2.1019 0.6543  0.182
H -1.2904 2.5934 -0.9680  0.376
H -2.0717 1.1045 0.7208  0.224
H -2.8949 -0.6338 0.4198  0.241
H -2.2343 0.5835 -1.0881  0.302
H -0.9211 -2.0876 -1.1064  0.196
H 1.0680 -3.2150 -0.0537  0.434
H 3.0952 -2.2081 0.5513  0.251
H 1.7619 0.4459 0.1759  0.447
H 1.9474 0.0122 1.8330  0.223
N 0.2235 0.9332 -0.7082  -0.655
N 2.2537 -1.4667 0.3402  -0.108
N 2.2631 -0.2158 0.8381  -0.673

(2)
Here is 2 unconnected molecules or ions with the total composition CH4N2S in a non-equilibrium geometry from OMol25. Energies are from the ωB97M-V functional and the def2-TZVPD basis.

Output
Highest occupied orbital energy ... -9.5 eV
Strongest force on any atom ... 2.684 eV Å⁻¹
Energy relative to the best compared isomer or geometry (same formula, charge and spin) ... 149.7 kcal/mol
Electronic energy ... -14911.112 eV
Net charge ... 0

Each line ends with the Mulliken charge.
CARTESIAN COORDINATES (ANGSTROEM)
C -0.5525 -1.1997 0.6182  -0.110
N 0.4488 -0.4928 1.1962  -0.211
N -0.8924 0.0379 1.0361  -0.009
S -1.1244 1.0938 -0.2440  -0.100
H 1.1476 -0.7754 -2.3844  0.151
H 0.8549 -0.6626 -1.7094  -0.161
H 1.3692 -0.1686 0.9543  0.282
H -1.2513 2.1674 0.5329  0.158

(3)
Here is a molecular structure, C28H30As2N4O8ReS from OMol25. Energies are from the ωB97M-V functional and the def2-TZVPD basis.

Output
Highest occupied orbital energy (alpha / beta) ... -16.6 / -16.6 eV
Strongest force on any atom ... 0.872 eV Å⁻¹
Electronic energy ... -186477.279 eV
Net charge ... +3

Each line ends with the Mulliken charge.
CARTESIAN COORDINATES (ANGSTROEM)
Re 0.3683 -0.0167 -0.4218  0.673
N 3.3134 -3.1042 -1.2075  -0.339
C 2.4225 -2.2862 -0.6662  0.732
S 0.9943 -1.8549 -1.6444  -0.317
N 2.5795 -1.8740 0.5647  -1.643
N 1.5866 -1.0012 0.9400  0.908
C 1.5971 -0.5835 2.1547  -0.593
C 0.6339 0.4409 2.4891  0.995
C 0.4690 0.9215 3.7717  -1.097
C -0.4944 1.8837 4.0082  -0.315
C -1.2709 2.3368 2.9491  -1.023
C -1.0544 1.8252 1.6897  0.155
N -0.1080 0.8947 1.4409  0.118
H 3.2333 -3.3993 -2.1667  0.225
H 4.1011 -3.4260 -0.6656  0.269
H 2.3157 -0.9830 2.8621  0.527
H 1.0862 0.5336 4.5724  0.532
H -0.6446 2.2743 5.0063  0.484
H -2.0359 3.0865 3.0963  0.468
H -1.6359 2.1608 0.8471  0.446
C 3.6538 1.1508 -0.0988  -0.962
O 2.4249 1.0929 -0.9082  -0.397
C 2.6598 1.1122 -2.2903  -0.019
O 3.7555 1.0594 -2.7289  -0.457
C 1.3939 1.2355 -3.0776  0.321
C 1.3072 0.7744 -4.3234  0.843
As -0.2013 1.0355 -5.5507  -0.022
C -0.1349 -0.7028 -6.4322  -1.218
C -1.6190 0.6820 -4.2263  1.594
C -1.6041 1.0767 -2.9545  -0.306
As -0.0944 1.9200 -2.0528  0.615
C -0.1741 3.7794 -2.5772  -1.151
C -2.6991 0.8785 -1.9966  0.094
O -2.5735 0.1620 -0.9315  -0.184
O -3.8263 1.4481 -2.0415  -0.326
C -4.2715 2.3000 -3.1639  -0.723
C -2.8630 0.0672 -4.8247  0.189
O -3.1385 0.2250 -5.9778  -0.502
O -3.6254 -0.5227 -3.9058  -0.252
C -4.8862 -1.0814 -4.4030  -0.934
C 2.4432 -0.0523 -4.9104  -0.114
O 2.7837 -1.0873 -4.4086  -0.492
O 2.9221 0.5014 -6.0049  -0.326
C 4.0431 -0.1790 -6.6557  -0.735
H 3.3257 1.2666 0.9273  0.290
H 4.2384 2.0082 -0.4125  0.422
H 4.2228 0.2399 -0.2336  0.355
H 0.7504 -0.7000 -7.0633  0.374
H -1.0146 -0.7851 -7.0601  0.425
H -0.0831 -1.5226 -5.7220  0.446
H -0.1714 3.7935 -3.6621  0.396
H 0.7121 4.2722 -2.1884  0.489
H -1.0628 4.2561 -2.1749  0.465
H -4.9874 1.7202 -3.7347  0.265
H -3.4303 2.6021 -3.7779  0.387
H -4.7570 3.1502 -2.7050  0.383
H -5.5098 -1.2249 -3.5282  0.332
H -4.6816 -2.0294 -4.8929  0.297
H -5.3439 -0.3931 -5.1056  0.468
H 4.0146 0.1349 -7.6901  0.281
H 3.9302 -1.2530 -6.5652  0.353
H 4.9609 0.1503 -6.1822  0.327
C -1.4990 -0.7310 -0.5608  0.079
C -2.0443 -2.0306 -0.3636  1.436
C -3.3208 -2.3941 -0.8575  -0.528
C -3.7896 -3.6753 -0.6875  -0.929
C -3.0129 -4.6121 -0.0039  -0.493
C -1.7717 -4.2657 0.5220  -1.141
C -1.2903 -2.9894 0.3462  -0.145
H -3.9309 -1.6694 -1.3780  0.425
H -4.7622 -3.9563 -1.0690  0.483
H -3.3899 -5.6190 0.1334  0.447
H -1.1968 -4.9945 1.0779  0.488
H -0.3483 -2.7007 0.7905  0.382

(4)
Here is 18 unconnected molecules or ions with the total composition H37O18 in a non-equilibrium geometry from OMol25. Energies are from the ωB97M-V functional and the def2-TZVPD basis.

Output
Highest occupied orbital energy ... -12.8 eV
Strongest force on any atom ... 2.892 eV Å⁻¹
Energy relative to the best compared isomer or geometry (same formula, charge and spin) ... 118.7 kcal/mol
Electronic energy ... -37448.285 eV
Net charge ... +1

Each line ends with the Mulliken charge.
CARTESIAN COORDINATES (ANGSTROEM)
O 3.4312 -0.5870 -2.7880  -0.555
H 0.1814 -3.2117 -0.7620  0.329
H -0.1979 -0.2198 4.1566  0.349
O -0.0587 0.5665 3.5827  -0.730
H 3.6369 -0.9892 -3.6361  0.283
O 0.2953 0.0034 0.7281  -0.546
H 0.2449 -0.7979 0.1265  0.338
H 0.8707 0.4955 0.1259  0.301
O -0.9957 3.6419 4.4075  -0.646
H -0.2237 3.6417 4.9885  0.332
H -1.4235 4.4967 4.5502  0.318
O 1.6747 -2.7012 -3.7045  -0.597
H 1.7172 -2.7532 -4.6640  0.314
H 0.7641 -2.5349 -3.4361  0.288
O -0.1955 2.5728 -4.4432  -0.580
H -0.6271 3.1404 -5.0845  0.289
H 0.6355 2.1855 -4.7374  0.310
O -2.9308 -4.0380 0.8208  -0.646
H -2.0494 -3.8917 1.1830  0.311
H -3.1274 -3.3020 0.2325  0.360
O 0.2276 -3.2781 2.3168  -0.542
H 0.7531 -3.0412 3.0844  0.232
H 0.3226 -4.2408 2.2766  0.306
O 3.3925 3.1477 -1.8974  -0.579
H 4.1826 3.3757 -1.3913  0.317
H 4.1899 -0.7571 -2.2218  0.278
O -1.6242 4.4765 -2.6334  -0.610
H -1.4350 5.2138 -2.0446  0.298
H -0.8785 3.8707 -2.5072  0.305
O -1.0007 -0.1399 -2.0751  -0.550
H -0.2488 0.1130 -2.6110  0.292
H -1.6656 -0.6727 -2.5098  0.231
O -0.5112 -2.2073 4.6079  -0.613
H -1.3464 -2.3176 5.0888  0.285
H 0.0352 -2.8924 5.0136  0.317
O -0.1690 -2.5764 -0.1262  -0.755
H 2.7222 3.1933 -1.2077  0.262
H 0.4019 -2.7609 0.6605  0.326
O 1.0029 3.2051 1.6195  -0.580
H 1.7128 2.5900 1.8604  0.293
H 1.3032 3.5944 0.7872  0.267
O -1.3432 2.6109 2.3965  -0.425
H -0.8182 2.3318 1.6060  0.454
H -0.9654 3.5552 2.7515  0.545
O -4.4963 -0.4909 -2.6241  -0.596
H -3.9551 -1.1572 -3.1066  0.268
H -4.7911 -0.0746 -3.4468  0.324
O 4.7264 0.3600 1.8772  -0.620
H 5.6580 0.1204 1.8415  0.315
H 4.2332 -0.2784 1.3423  0.307
O -3.4688 -3.8941 -2.1438  -0.603
H -2.6902 -4.3537 -2.4597  0.298
H -3.9835 -4.4215 -1.5306  0.305
H -0.9621 1.9646 3.0333  0.516
H -0.1332 0.1139 2.7265  0.312